C25H24BI2N5NiO2S2 as an isolated structure, computed with ωB97M-V/def2-TZVPD.

Last column: Mulliken charge in e.
Cartesian coordinates (Å):
Ni (-1.085, -0.762, 0.329)  0.309
C (2.642, 1.664, -0.182)  -0.823
N (1.829, 1.338, -1.348)  0.353
C (1.382, 2.341, -2.196)  -0.684
C (0.632, 1.752, -3.143)  -0.444
N (0.597, 0.401, -2.887)  0.294
B (-0.285, -0.610, -3.724)  -0.130
N (-1.778, -0.341, -3.325)  0.485
C (-2.600, 0.522, -4.015)  -0.518
C (-3.836, 0.462, -3.473)  -0.633
N (-3.761, -0.438, -2.437)  0.299
C (-4.874, -0.871, -1.612)  -0.920
C (-2.506, -0.924, -2.361)  -0.206
S (-2.007, -2.104, -1.197)  -0.443
C (1.347, 0.153, -1.804)  0.116
S (1.531, -1.501, -1.281)  -0.201
H (2.917, 2.712, -0.269)  0.350
H (3.548, 1.067, -0.143)  0.335
H (2.072, 1.537, 0.737)  0.257
H (1.645, 3.369, -2.030)  0.485
H (0.108, 2.176, -3.979)  0.438
H (-0.172, -0.317, -4.889)  -0.149
H (0.031, -1.731, -3.465)  -0.063
H (-2.237, 1.096, -4.849)  0.483
H (-4.744, 0.986, -3.710)  0.572
H (-5.650, -0.111, -1.658)  0.363
H (-4.531, -0.981, -0.588)  0.314
H (-5.262, -1.823, -1.972)  0.286
I (-4.286, 3.066, -0.824)  0.045
C (-2.857, 2.832, 0.666)  -0.351
C (-2.696, 3.849, 1.627)  -0.454
C (-1.764, 3.753, 2.626)  -0.318
I (-1.585, 5.320, 3.990)  0.061
C (-0.931, 2.608, 2.707)  1.154
C (0.064, 2.365, 3.680)  -0.666
C (0.790, 1.208, 3.640)  -1.334
C (0.544, 0.264, 2.628)  0.083
N (-0.368, 0.465, 1.703)  -0.069
C (-1.108, 1.610, 1.734)  0.415
C (-2.079, 1.689, 0.686)  -0.167
O (-2.155, 0.701, -0.152)  0.198
H (-3.329, 4.723, 1.565)  0.337
H (0.238, 3.101, 4.454)  0.211
H (1.550, 0.999, 4.379)  0.494
H (1.087, -0.672, 2.600)  0.503
C (0.444, -3.939, 2.539)  -1.809
C (0.822, -2.858, 1.548)  0.800
O (-0.187, -2.224, 1.075)  -0.286
C (2.139, -2.591, 1.216)  0.072
C (3.209, -3.332, 1.843)  -1.259
C (4.515, -3.143, 1.580)  -0.946
C (4.885, -2.190, 0.555)  -0.723
C (3.979, -1.419, -0.052)  -1.042
C (2.518, -1.440, 0.304)  2.918
H (-0.617, -4.145, 2.421)  0.400
H (0.615, -3.595, 3.562)  0.291
H (1.002, -4.861, 2.392)  0.480
H (2.937, -4.079, 2.576)  0.296
H (5.274, -3.721, 2.087)  0.374
H (5.922, -2.124, 0.245)  0.404
H (4.281, -0.781, -0.874)  0.519
H (2.195, -0.496, 0.747)  -1.157

Computed properties:
orbital gap (spin up / spin down): 6.2 / 6.2 eV
calculated total energy: -117453.4127 eV
spin multiplicity: 1
total charge: 0
energy relative to the best compared isomer or geometry (same formula, charge and spin): 32.5 kJ/mol

=====

C25H24Br2FN2OPtSSi as an isolated structure, computed with ωB97M-V/def2-TZVPD.

Last column: Mulliken charge in e.
Cartesian coordinates (Å):
Pt (0.038, -0.043, -0.078)  0.907
C (0.751, -3.411, -0.895)  -1.094
C (-0.164, -3.383, 0.285)  0.837
C (-0.688, -4.550, 0.834)  -0.867
C (-1.465, -4.492, 1.971)  -0.879
C (-1.774, -3.235, 2.530)  0.688
C (-2.529, -3.030, 3.694)  0.156
Br (-3.224, -4.531, 4.653)  -0.287
C (-2.788, -1.767, 4.181)  -0.516
C (-2.331, -0.663, 3.488)  -0.297
Br (-2.736, 1.081, 4.143)  -0.190
C (-1.627, -0.754, 2.272)  0.670
O (-1.329, 0.270, 1.571)  -0.979
C (-1.279, -2.088, 1.856)  0.296
N (-0.450, -2.183, 0.792)  -0.436
H (0.808, -4.407, -1.326)  0.409
H (1.751, -3.092, -0.599)  0.129
H (0.391, -2.712, -1.648)  0.148
H (-0.441, -5.502, 0.384)  0.360
H (-1.832, -5.395, 2.435)  0.340
H (-3.363, -1.636, 5.086)  0.411
C (-0.457, 3.097, -4.959)  -0.958
Si (-0.570, 1.250, -5.435)  0.246
C (-2.379, 0.641, -5.490)  -1.071
C (0.121, 1.055, -7.211)  -1.140
C (0.584, 0.310, -4.265)  0.178
C (1.796, -0.243, -4.638)  0.038
C (2.654, -0.785, -3.680)  -1.037
C (2.240, -0.808, -2.365)  -0.300
N (1.062, -0.326, -1.978)  -0.132
C (0.260, 0.272, -2.892)  0.213
S (-1.141, 0.985, -2.240)  -0.560
H (-1.019, 3.734, -5.634)  0.365
H (0.574, 3.441, -4.962)  0.325
H (-0.847, 3.250, -3.959)  0.226
H (-2.946, 1.194, -6.235)  0.325
H (-2.866, 0.782, -4.532)  0.337
H (-2.449, -0.413, -5.742)  0.341
H (-0.467, 1.641, -7.909)  0.297
H (0.090, 0.024, -7.549)  0.321
H (1.148, 1.396, -7.288)  0.292
H (2.093, -0.260, -5.678)  0.361
H (3.618, -1.190, -3.957)  0.365
H (2.867, -1.227, -1.586)  0.523
F (-1.803, 5.713, 1.193)  -0.382
C (-0.963, 4.646, 1.096)  0.464
C (-0.328, 4.403, -0.110)  -0.700
C (0.527, 3.330, -0.207)  -0.226
C (0.746, 2.468, 0.885)  0.482
C (1.552, 1.275, 0.733)  -1.488
C (0.119, 2.787, 2.106)  -0.244
C (-0.735, 3.861, 2.214)  -0.703
H (-0.518, 5.046, -0.955)  0.430
H (1.028, 3.124, -1.142)  0.276
H (1.903, 0.849, 1.674)  0.440
H (2.353, 1.364, -0.004)  0.523
H (0.297, 2.159, 2.966)  0.300
H (-1.240, 4.084, 3.141)  0.466

Computed properties:
orbital gap: 5.8 eV
calculated total energy: -196107.5524 eV
spin multiplicity: 1
total charge: -1

=====

C25H24BrIN3PRhS as an isolated structure, computed with ωB97M-V/def2-TZVPD.

Last column: Mulliken charge in e.
Cartesian coordinates (Å):
Rh (0.419, 0.404, 0.232)  -0.249
N (0.480, 0.196, 2.243)  -0.147
C (-0.553, -0.644, 2.869)  0.304
C (-0.815, -0.538, 4.219)  -0.613
C (-1.699, -1.453, 4.786)  -0.637
C (-2.295, -2.446, 4.018)  -0.821
C (-2.042, -2.526, 2.657)  -0.579
C (-1.177, -1.602, 2.075)  -0.112
P (-0.902, -1.431, 0.325)  2.154
C (-1.225, -2.878, -0.631)  0.671
C (-0.338, -3.957, -0.521)  -0.387
C (-0.618, -5.134, -1.189)  -0.818
C (-1.773, -5.234, -1.958)  -0.473
C (-2.655, -4.163, -2.061)  -0.789
C (-2.390, -2.977, -1.402)  -0.148
C (-1.819, 0.016, -0.247)  -0.535
C (-1.708, 0.320, -1.632)  0.150
C (-2.476, 1.327, -2.180)  -0.960
C (-3.357, 2.041, -1.365)  -0.477
C (-3.452, 1.780, -0.001)  -0.843
C (-2.688, 0.775, 0.562)  -0.413
H (1.389, -0.213, 2.470)  0.341
H (0.491, 1.132, 2.651)  0.464
H (-0.327, 0.208, 4.835)  0.495
H (-1.908, -1.397, 5.847)  0.455
H (-2.969, -3.153, 4.484)  0.464
H (-2.523, -3.282, 2.049)  0.552
H (0.562, -3.881, 0.080)  0.412
H (0.060, -5.973, -1.113)  0.444
H (-1.991, -6.156, -2.479)  0.439
H (-3.556, -4.258, -2.653)  0.451
H (-3.089, -2.153, -1.475)  0.397
H (-1.072, -0.286, -2.272)  0.619
H (-2.421, 1.537, -3.240)  0.560
H (-3.988, 2.804, -1.805)  0.497
H (-4.146, 2.340, 0.612)  0.523
H (-2.786, 0.538, 1.615)  0.471
N (-0.011, 3.794, -2.014)  -0.341
C (-0.038, 3.826, -0.691)  0.691
N (-0.736, 4.755, -0.063)  -0.389
S (0.954, 2.752, 0.255)  -0.323
H (-0.457, 4.506, -2.577)  0.242
H (0.634, 3.175, -2.475)  0.220
H (-1.169, 5.527, -0.551)  0.232
H (-0.709, 4.799, 0.944)  0.220
Br (5.009, -1.491, -2.300)  -0.154
C (5.146, 0.258, -1.629)  -0.108
C (6.155, 1.090, -2.098)  -0.354
C (6.293, 2.372, -1.592)  -0.610
C (5.440, 2.841, -0.602)  -0.674
C (4.428, 2.030, -0.113)  -0.377
C (4.295, 0.763, -0.652)  0.674
I (2.843, -0.609, 0.081)  0.483
H (6.833, 0.718, -2.854)  0.425
H (7.090, 3.003, -1.963)  0.415
H (5.572, 3.833, -0.193)  0.424
H (3.784, 2.375, 0.678)  0.440

Computed properties:
orbital gap: 5.2 eV
calculated total energy: -132034.9539 eV
spin multiplicity: 1
total charge: +3
energy relative to the best compared isomer or geometry (same formula, charge and spin): 197.7 kJ/mol

=====

C25H24BrN2O4Tc as an isolated structure, computed with ωB97M-V/def2-TZVPD.

Last column: Mulliken spin population.
Cartesian coordinates (Å):
Tc (0.401, -0.534, 0.679)  3.461
O (0.503, -0.075, -7.541)  0.000
C (0.784, 0.701, -6.499)  0.000
O (1.319, 1.782, -6.639)  0.000
C (0.526, 0.172, -5.112)  0.001
C (-0.630, -0.567, -4.764)  -0.001
C (-0.790, -1.060, -3.481)  0.000
C (0.239, -0.867, -2.551)  -0.001
C (1.384, -0.117, -2.875)  -0.001
C (1.508, 0.427, -4.143)  0.000
N (0.166, -1.579, -1.330)  0.013
C (-0.129, -2.846, -1.250)  0.021
C (-0.258, -3.450, 0.077)  0.013
C (-0.662, -4.764, 0.237)  -0.006
C (-0.961, -5.212, 1.538)  0.020
C (-0.851, -4.328, 2.566)  -0.002
C (-0.504, -3.028, 2.357)  0.006
N (-0.164, -2.615, 1.130)  -0.042
H (0.129, -0.908, -7.257)  0.000
H (-1.421, -0.761, -5.460)  0.000
H (-1.692, -1.517, -3.189)  0.000
H (2.132, 0.095, -2.114)  -0.004
H (2.362, 1.035, -4.439)  0.000
H (-0.218, -3.487, -2.153)  0.001
H (-0.708, -5.453, -0.571)  0.000
H (-1.230, -6.271, 1.691)  0.000
H (-1.229, -4.615, 3.546)  0.000
H (-0.498, -2.285, 3.150)  0.006
C (1.631, 2.386, 2.425)  0.001
C (2.084, 0.997, 2.903)  -0.124
C (3.623, 0.959, 2.827)  -0.016
C (1.580, 0.807, 4.375)  -0.021
C (1.501, -0.199, 2.165)  -0.398
H (2.019, 3.182, 3.060)  0.003
H (0.544, 2.472, 2.435)  0.005
H (1.968, 2.564, 1.392)  -0.003
H (3.993, 1.892, 3.286)  -0.002
H (3.958, 1.040, 1.792)  0.002
H (4.042, 0.106, 3.422)  0.000
H (2.068, 1.551, 5.074)  -0.004
H (1.873, -0.160, 4.714)  0.002
H (0.510, 0.905, 4.368)  0.005
H (1.947, -1.132, 2.585)  -0.011
Br (-4.420, 5.309, 0.703)  0.000
C (-3.444, 3.677, 0.755)  0.001
C (-4.070, 2.631, 1.402)  0.000
C (-3.431, 1.398, 1.356)  0.020
C (-2.177, 1.278, 0.772)  0.056
C (-1.537, 2.335, 0.144)  0.014
C (-2.164, 3.578, 0.188)  0.000
C (-0.152, 2.273, -0.473)  -0.031
O (0.305, 3.206, -1.089)  0.026
O (0.532, 1.139, -0.295)  0.049
H (-5.016, 2.685, 1.883)  0.001
H (-3.880, 0.539, 1.825)  0.001
H (-1.718, 0.273, 0.691)  -0.062
H (-1.677, 4.434, -0.285)  0.000

Computed properties:
orbital gap (spin up / spin down): 6.6 / 6.4 eV
calculated total energy: -109718.2211 eV
spin multiplicity: 4
total charge: +1

=====

C25H24ClN2OPdSe2Si as an isolated structure, computed with ωB97M-V/def2-TZVPD.

Last column: Mulliken charge in e.
Cartesian coordinates (Å):
Pd (0.366, -0.283, 0.442)  0.023
Cl (-0.486, 5.909, 3.839)  -0.205
C (0.078, 4.491, 3.020)  0.125
C (1.104, 4.597, 2.075)  -0.645
C (1.555, 3.485, 1.403)  -0.313
C (1.003, 2.219, 1.638)  0.350
O (1.524, 1.195, 0.970)  -0.715
C (-0.016, 2.119, 2.613)  0.351
C (-0.584, 0.862, 2.997)  -0.038
N (-0.306, -0.248, 2.414)  0.084
C (-0.854, -1.489, 2.801)  -0.195
C (-1.091, -1.886, 4.085)  -0.219
C (-1.649, -3.160, 4.341)  -0.881
C (-1.963, -4.002, 3.316)  -0.921
C (-1.722, -3.613, 1.974)  1.009
C (-2.044, -4.420, 0.859)  -0.548
C (-1.769, -3.980, -0.402)  -1.136
C (-1.139, -2.736, -0.566)  -0.146
N (-0.827, -1.962, 0.448)  0.182
C (-1.133, -2.365, 1.727)  0.251
C (-0.470, 3.269, 3.288)  -0.953
H (1.536, 5.568, 1.872)  0.425
H (2.347, 3.560, 0.669)  0.502
H (-1.290, 0.859, 3.829)  0.507
H (-0.834, -1.229, 4.906)  0.572
H (-1.822, -3.462, 5.365)  0.412
H (-2.381, -4.981, 3.511)  0.421
H (-2.510, -5.384, 1.020)  0.448
H (-2.009, -4.571, -1.274)  0.449
H (-0.873, -2.375, -1.549)  0.732
H (-1.261, 3.180, 4.023)  0.435
C (-3.409, -0.585, -2.269)  -0.844
Si (-2.240, 0.787, -2.703)  0.301
C (-3.074, 2.426, -2.917)  -1.114
C (-1.179, 0.350, -4.154)  -0.944
Se (-0.906, 1.336, -0.887)  0.047
H (-4.199, -0.666, -3.023)  0.434
H (-3.881, -0.412, -1.300)  0.289
H (-2.890, -1.541, -2.242)  0.156
H (-3.749, 2.387, -3.777)  0.356
H (-2.330, 3.202, -3.105)  0.329
H (-3.652, 2.712, -2.038)  0.325
H (-1.779, 0.371, -5.070)  0.376
H (-0.746, -0.649, -4.059)  0.286
H (-0.366, 1.069, -4.268)  0.298
Se (1.664, -1.315, -1.341)  0.323
C (3.307, -0.483, -1.694)  0.445
C (3.926, 0.384, -0.788)  -0.158
C (5.171, 0.902, -1.102)  -0.690
C (5.796, 0.556, -2.296)  -0.423
C (5.174, -0.305, -3.194)  -0.622
C (3.924, -0.820, -2.903)  -0.544
H (3.437, 0.647, 0.137)  0.467
H (5.661, 1.573, -0.410)  0.410
H (6.773, 0.959, -2.529)  0.389
H (5.661, -0.568, -4.123)  0.385
H (3.428, -1.482, -3.602)  0.363

Computed properties:
orbital gap (spin up / spin down): 5.3 / 5.9 eV
calculated total energy: -185910.1108 eV
spin multiplicity: 1
total charge: +1
energy relative to the best compared isomer or geometry (same formula, charge and spin): 99.4 kJ/mol

=====

C25H24ClN2OPdSe2Si as an isolated structure, computed with ωB97M-V/def2-TZVPD.

Last column: Mulliken charge in e.
Cartesian coordinates (Å):
Pd (0.317, -0.872, 0.215)  0.037
Cl (-4.419, -2.976, 5.287)  -0.202
C (-3.537, -2.437, 3.902)  0.011
C (-4.189, -2.323, 2.664)  -0.539
C (-3.504, -1.910, 1.553)  -0.387
C (-2.125, -1.604, 1.604)  0.441
O (-1.590, -1.259, 0.458)  -0.399
C (-1.478, -1.689, 2.866)  0.264
C (-0.119, -1.339, 3.111)  0.240
N (0.736, -0.951, 2.226)  0.155
C (2.062, -0.570, 2.526)  0.105
C (2.572, -0.303, 3.770)  -0.616
C (3.935, 0.012, 3.927)  -1.002
C (4.774, 0.062, 2.850)  -0.906
C (4.271, -0.173, 1.551)  1.036
C (5.074, -0.142, 0.388)  -0.506
C (4.511, -0.394, -0.830)  -1.097
C (3.133, -0.641, -0.909)  -0.176
N (2.352, -0.646, 0.150)  0.356
C (2.903, -0.457, 1.393)  0.386
C (-2.216, -2.117, 3.999)  -1.037
H (-5.241, -2.569, 2.598)  0.443
H (-3.995, -1.828, 0.593)  0.558
H (0.204, -1.397, 4.149)  0.213
H (1.939, -0.329, 4.647)  0.358
H (4.316, 0.208, 4.920)  0.406
H (5.825, 0.287, 2.975)  0.420
H (6.133, 0.062, 0.481)  0.459
H (5.096, -0.403, -1.738)  0.436
H (2.651, -0.864, -1.849)  0.538
H (-1.714, -2.189, 4.955)  0.430
C (1.503, -0.884, -4.900)  -1.142
Si (0.498, 0.118, -3.682)  0.690
C (-1.099, 0.681, -4.465)  -0.878
C (1.478, 1.606, -3.109)  -1.001
Se (-0.115, -1.424, -2.061)  -0.199
H (1.722, -0.292, -5.792)  0.349
H (0.957, -1.774, -5.216)  0.320
H (2.450, -1.209, -4.465)  0.324
H (-0.904, 1.335, -5.317)  0.356
H (-1.716, 1.222, -3.744)  0.089
H (-1.674, -0.177, -4.815)  0.332
H (1.488, 2.337, -3.921)  0.449
H (2.517, 1.382, -2.870)  0.376
H (1.031, 2.079, -2.235)  0.165
Se (-0.172, 1.529, 0.522)  0.181
C (-1.883, 1.848, -0.211)  0.278
C (-3.029, 1.568, 0.539)  -0.295
C (-4.271, 1.917, 0.045)  -0.656
C (-4.374, 2.586, -1.170)  -0.452
C (-3.234, 2.907, -1.895)  -0.520
C (-1.988, 2.528, -1.426)  -0.551
H (-2.936, 1.083, 1.500)  0.550
H (-5.162, 1.691, 0.616)  0.426
H (-5.347, 2.875, -1.546)  0.402
H (-3.320, 3.448, -2.828)  0.431
H (-1.096, 2.772, -1.984)  0.548

Computed properties:
orbital gap (spin up / spin down): 5.4 / 5.4 eV
calculated total energy: -185910.5433 eV
spin multiplicity: 1
total charge: +1
energy relative to the best compared isomer or geometry (same formula, charge and spin): 57.7 kJ/mol